1.
Here is 9 unconnected molecules or ions with the total composition C27H74N4O9 from the OMol25 dataset. Energies are from wB97M-V/def2-TZVPD.

Geometry (Å):
C 12.3085 15.1742 10.2194
C 13.5625 14.3269 10.4555
C 14.3807 14.9204 11.6670
O 15.5719 14.1314 11.9188
C 16.6609 14.3495 11.0595
N 13.1307 12.9872 10.6582
H 11.6453 15.1094 11.0820
H 11.6534 14.7803 9.4423
H 12.5433 16.2236 10.0413
H 14.2013 14.1013 9.6016
H 13.7701 15.0731 12.5569
H 14.7243 15.9107 11.3683
H 17.5132 13.7130 11.2972
H 16.8963 15.4065 10.9354
H 16.3759 14.0212 10.0600
H 12.4786 12.8942 11.4238
H 13.8788 12.4446 11.0657
C 12.3957 20.1909 15.3100
C 11.6296 19.8797 14.0211
C 10.9802 18.4927 14.1522
O 11.9001 17.4846 14.3039
C 11.5062 16.1917 13.9088
N 10.5813 20.9177 13.7880
H 13.1441 19.4226 15.5043
H 11.6400 20.1503 16.0944
H 12.9012 21.1509 15.2043
H 12.3717 20.0437 13.2397
H 10.2662 18.4033 13.3335
H 10.3767 18.5453 15.0584
H 11.2088 16.2718 12.8632
H 10.5934 15.7957 14.3540
H 12.2546 15.3995 13.9299
H 10.8815 21.8714 13.6453
H 10.2433 20.7654 12.8486
C 12.0648 11.2395 7.6154
C 13.4156 11.7605 7.1495
C 13.3689 13.0996 6.3805
O 14.2129 11.8738 8.2688
H 12.2982 10.3876 8.2542
H 11.3331 10.9204 6.8733
H 11.4940 11.9279 8.2385
H 13.7785 10.9629 6.5012
H 13.2727 13.9476 7.0586
H 12.4499 13.1226 5.7948
H 14.2985 13.2521 5.8321
H 13.6663 12.2960 8.9356
C 6.6461 16.1513 13.8947
C 7.7676 16.0853 12.8750
C 8.3833 14.6691 12.6123
O 7.1453 16.5605 11.7226
H 5.8377 15.4495 13.6897
H 6.2290 17.1364 14.1039
H 7.1473 15.9003 14.8295
H 8.6017 16.7188 13.1767
H 9.3066 14.8204 12.0531
H 7.7125 14.0511 12.0155
H 8.6722 14.1038 13.4984
H 6.8080 17.4269 11.9617
C 10.1073 12.6207 16.3776
C 11.0773 11.4189 16.2486
C 10.4732 10.0316 16.2223
O 11.7975 11.3857 14.9816
H 9.7375 12.8144 17.3845
H 9.1792 12.5691 15.8084
H 10.6673 13.5115 16.0929
H 11.8075 11.4877 17.0550
H 9.7803 9.8605 17.0461
H 11.1905 9.2199 16.3433
H 9.8134 9.9276 15.3609
H 12.3482 12.1174 14.6937
C 8.6622 16.2822 8.4197
C 8.5372 14.8945 7.8808
C 8.8872 13.8477 8.9759
O 7.2561 14.6684 7.4468
H 8.2310 16.9588 7.6819
H 9.6984 16.5152 8.6646
H 8.0135 16.5235 9.2618
H 9.2566 14.7331 7.0779
H 8.8464 14.1691 10.0166
H 9.9031 13.4975 8.7934
H 8.3156 12.9196 8.9785
H 6.7150 15.0515 8.1412
C 8.5281 8.9825 8.3992
C 8.3031 9.2633 9.8577
C 7.0320 8.6611 10.4554
O 9.3953 8.9147 10.7145
H 7.6831 9.2975 7.7870
H 8.7518 7.9277 8.2391
H 9.4279 9.5504 8.1628
H 8.2019 10.3473 9.9096
H 7.0760 7.5730 10.5005
H 6.0783 9.0366 10.0844
H 7.0008 9.0088 11.4880
H 9.5233 8.0023 10.4447
C 13.2187 8.8262 10.6608
C 12.8520 9.3413 12.0500
C 13.0949 8.2622 13.0990
O 13.6467 10.4406 12.4905
H 12.5442 8.0148 10.3872
H 14.1933 8.3407 10.6094
H 13.2195 9.6577 9.9561
H 11.7982 9.6192 12.0349
H 14.1556 8.0782 13.2701
H 12.8117 7.2905 12.6945
H 12.5694 8.3883 14.0456
H 13.3616 10.6340 13.3865
C 10.4395 12.0875 12.1556
O 11.1047 13.0509 12.5456
N 9.7281 11.3161 12.9100
N 10.5589 11.6210 10.8957
H 9.3292 10.4780 12.5119
H 9.9106 11.3767 13.9016
H 11.1696 12.1326 10.2749
H 10.2000 10.7057 10.6647

Forces on the atoms, in the same order (eV/Å):
0.15 0.10 -0.11
-0.10 0.45 0.99
1.14 -0.33 -2.08
-0.95 0.05 1.28
-0.90 -0.18 -1.35
-0.21 -1.84 0.87
0.31 0.05 0.37
0.42 0.03 -0.48
-0.07 0.02 -0.15
0.41 1.70 -0.37
0.22 -0.66 0.09
-0.02 0.38 -0.05
-0.11 0.32 0.65
0.36 0.17 0.46
0.02 -0.07 -0.41
-0.51 0.59 0.17
0.72 -0.38 -0.32
-0.52 -0.32 -0.41
0.98 1.45 0.50
-0.90 1.54 -0.01
1.61 -1.04 0.28
-1.16 0.12 -1.51
-0.71 -0.89 -0.29
-0.03 0.00 -0.05
0.29 0.45 0.40
-0.16 0.09 0.38
0.06 -1.13 -0.50
0.07 -0.64 -0.48
-0.39 0.12 0.20
0.06 -0.18 -0.42
-0.05 0.20 0.82
0.39 0.63 0.55
0.94 0.10 0.84
-0.56 -0.56 -0.22
-0.77 -0.24 0.38
-1.26 0.50 -0.91
-0.39 -0.51 0.46
1.45 -0.34 0.20
-0.21 -0.16 -0.06
0.36 -0.05 -0.48
0.27 0.44 0.08
0.57 0.13 -0.10
0.04 -0.10 0.38
0.33 0.04 -0.65
-0.28 -0.02 -0.33
-0.28 0.15 0.88
1.16 -0.81 1.70
-0.62 -1.12 0.71
-0.40 1.10 -0.16
0.44 0.41 -2.03
0.13 -0.01 -0.08
0.08 0.24 -0.56
-0.44 -0.38 0.53
0.05 0.30 0.10
-0.05 -0.11 -0.09
-0.14 0.05 0.03
-0.19 0.30 0.22
-0.14 0.11 -0.27
0.29 -0.16 -0.07
0.48 0.10 -0.59
-1.23 -0.05 1.08
-0.25 -0.47 -0.02
0.41 -0.39 0.32
0.22 -0.24 -0.55
-0.14 0.11 -0.17
0.04 0.06 0.11
-0.04 0.34 0.39
0.19 0.24 -0.61
0.42 -0.27 -0.31
-0.35 0.74 0.60
-0.16 1.09 -0.32
1.18 -1.22 2.05
0.94 -0.44 0.04
-1.61 -0.05 -1.00
0.66 0.26 -0.48
-0.08 0.27 0.00
0.18 -0.70 0.58
-0.33 0.11 -0.38
-0.01 0.51 -0.19
0.23 0.08 0.21
-0.45 0.14 -0.59
-0.53 -0.09 -0.07
0.93 -0.22 0.32
-1.88 0.90 0.29
0.13 0.46 0.88
-0.23 -0.19 -0.88
0.11 -0.02 0.07
-0.14 -0.17 -0.20
-0.02 -0.02 -0.59
0.05 0.18 0.34
-0.18 -0.07 -0.29
0.19 -0.25 -0.71
0.13 -0.17 0.27
0.73 -0.40 0.49
0.43 0.39 0.33
0.53 -0.93 1.06
-0.26 -1.41 -0.50
0.06 0.60 -1.06
-0.42 0.34 -0.16
0.31 0.30 0.30
-0.14 -0.21 -0.17
-0.09 0.08 0.04
0.17 0.65 0.13
-0.58 -0.19 0.03
0.06 0.29 -0.02
-0.08 0.00 0.17
2.68 0.48 -1.96
-0.50 0.70 0.73
-2.46 -1.55 2.57
-0.41 0.40 -1.07
0.09 0.02 0.31
-0.08 -0.11 -0.23
-0.02 -0.31 -0.01
0.35 0.18 -0.16

* molar mass: 598.9 g mol⁻¹
* HOMO level: -0.3191 Eh
* calculated total energy: -53584.70876 eV
* SMILES: COC[C@H](C)N.COC[C@H](C)N.NC(N)=O.CC(C)O.CC(C)O.CC(C)O.CC(C)O.CC(C)O.CC(C)O
* energy above the lowest of the compared OMol25 structures with the same formula, charge and spin: 81.0 kJ/mol
* net charge: 0

***

2.
Here is 10 unconnected molecules or ions with the total composition C27H75Br6O28P7 from the OMol25 dataset. Energies are from wB97M-V/def2-TZVPD.

Geometry (Å):
Br 1.2917 -1.6838 -0.0681
C 0.4443 0.0581 0.2631
C 0.2072 0.8411 -1.0082
Br 1.9774 1.3681 -1.7246
H 1.0738 0.6169 0.9475
H -0.5265 -0.1396 0.7108
H -0.3235 1.7679 -0.8157
H -0.3821 0.3563 -1.7835
Br -3.0096 -0.3888 7.5261
C -2.4962 0.3724 5.8007
C -1.1522 -0.1799 5.4260
Br -0.6394 0.3163 3.5877
H -2.4291 1.4354 6.0235
H -3.2954 0.2131 5.0850
H -1.2269 -1.2681 5.4257
H -0.3830 0.0712 6.1500
Br 5.6339 -1.5261 -3.5200
C 3.7306 -1.3236 -4.0159
C 3.0494 -2.6876 -3.9542
Br 3.6696 -3.9638 -5.3025
H 3.6586 -1.0039 -5.0516
H 3.2213 -0.6584 -3.3274
H 1.9963 -2.4878 -4.1483
H 3.1928 -3.1494 -2.9823
C -4.4507 4.4492 -0.3876
O -3.3897 3.5114 -0.4563
P -3.5945 1.9833 -0.0141
O -2.3328 1.2727 0.1962
O -4.4684 2.1206 1.3206
C -4.5565 1.0417 2.2230
O -4.5951 1.3499 -1.0717
C -4.1912 1.1968 -2.4476
H -5.2708 4.1398 0.2593
H -4.8335 4.7393 -1.3689
H -4.0404 5.3730 0.0308
H -5.4370 0.4164 2.0636
H -4.7388 1.4519 3.2207
H -3.6642 0.4216 2.3116
H -5.0872 1.3436 -3.0517
H -3.8491 0.1739 -2.5935
H -3.4866 1.9879 -2.7046
C -0.6507 5.8473 -6.5914
O -1.0928 5.5668 -5.2567
P -1.1857 6.7496 -4.1845
O -1.9218 7.9328 -4.6426
O 0.3039 7.0362 -3.6981
C 1.2566 7.8005 -4.4382
O -1.8158 5.9731 -2.9328
C -1.0139 5.1955 -2.0537
H -1.4534 5.5600 -7.2688
H 0.2312 5.2428 -6.7983
H -0.4331 6.9030 -6.7502
H 1.6297 7.2699 -5.3159
H 2.1105 8.0217 -3.8050
H 0.7366 8.7096 -4.7466
H -1.2712 4.1296 -2.0845
H -1.2521 5.4800 -1.0281
H 0.0485 5.2242 -2.2803
C -5.4844 -5.9200 -0.9905
O -4.1827 -5.4111 -0.6258
P -4.0432 -4.0445 0.1608
O -3.5403 -4.1182 1.5440
O -5.4799 -3.3342 0.0142
C -6.0355 -2.5827 1.0843
O -3.0476 -3.1314 -0.7249
C -2.4314 -2.0243 -0.0909
H -6.2612 -5.3801 -0.4600
H -5.5167 -6.9804 -0.7595
H -5.6452 -5.8097 -2.0611
H -6.3269 -1.6106 0.6897
H -5.3670 -2.4326 1.9330
H -6.9078 -3.1174 1.4645
H -2.9794 -1.6394 0.7691
H -2.2629 -1.2319 -0.8210
H -1.4285 -2.2960 0.2583
C 5.5432 1.5866 -1.6453
O 5.3508 2.9138 -1.1718
P 6.6710 3.7791 -0.8644
O 6.4383 5.1621 -0.4771
O 7.4550 2.8361 0.1403
C 8.5649 3.4408 0.8361
O 7.5283 3.6209 -2.2257
C 7.2839 4.5442 -3.2682
H 4.8012 1.3212 -2.4008
H 5.3038 0.8169 -0.9052
H 6.5292 1.3516 -2.0360
H 8.6688 2.8912 1.7716
H 8.3868 4.4838 1.0899
H 9.4586 3.2867 0.2315
H 7.8836 4.3763 -4.1594
H 7.3560 5.5839 -2.9503
H 6.2537 4.4335 -3.6298
C -1.0356 -2.4331 -3.3447
O -1.4991 -1.0995 -3.6131
P -0.9701 -0.3379 -4.9107
O 0.4930 -0.2058 -5.0169
O -1.6470 -1.1901 -6.0957
C -3.0544 -1.3872 -6.1468
O -1.7583 1.0270 -4.8033
C -1.0894 2.3002 -4.6789
H -0.1736 -2.2680 -2.6977
H -0.7368 -2.9925 -4.2307
H -1.7669 -2.9987 -2.7733
H -3.3581 -1.3877 -7.1903
H -3.6298 -0.6426 -5.5917
H -3.2807 -2.3453 -5.6701
H -0.0326 2.2052 -4.9262
H -1.2380 2.5864 -3.6421
H -1.5134 2.9994 -5.3928
C 0.3164 -3.3597 3.1162
O 0.6190 -4.3919 4.0744
P -0.3853 -5.6370 4.2001
O -0.9001 -6.1727 2.9262
O 0.4004 -6.6507 5.1359
C -0.1125 -7.9718 5.2038
O -1.5092 -5.1465 5.2536
C -2.5936 -4.3580 4.7694
H -0.6239 -3.4646 2.5759
H 1.1626 -3.3187 2.4332
H 0.3190 -2.4516 3.7255
H -0.6798 -8.3381 4.3503
H -0.6395 -8.2456 6.1193
H 0.7726 -8.6173 5.2405
H -2.6007 -4.1329 3.7048
H -2.6624 -3.4270 5.3444
H -3.5208 -4.8613 5.0548
C 5.3796 -1.7593 6.7717
O 4.1848 -1.0082 6.6937
P 3.0408 -1.2604 5.5951
O 1.9966 -0.2366 5.5473
O 3.8570 -1.5680 4.2698
C 3.5019 -0.9538 3.0303
O 2.4630 -2.7206 5.9785
C 1.4566 -2.8526 6.9635
H 5.4336 -2.5080 5.9815
H 5.5981 -2.1565 7.7619
H 6.2280 -1.0893 6.5855
H 4.3665 -0.4407 2.6118
H 2.6542 -0.2742 3.1034
H 3.2451 -1.7477 2.3308
H 1.8847 -3.0454 7.9471
H 0.7683 -3.6216 6.6119
H 0.8101 -1.9772 7.0952

Forces on the atoms, in the same order (eV/Å):
-0.07 0.40 0.02
-0.58 0.01 -0.48
0.67 0.34 -0.16
-0.58 0.02 -0.11
0.10 -0.13 0.03
0.10 -0.12 0.11
0.24 0.05 0.39
0.37 -0.46 0.00
-0.07 -0.15 -0.17
0.12 0.98 0.40
-0.19 -1.01 -0.17
-0.29 0.10 0.67
-0.05 0.02 -0.23
0.07 -0.30 0.01
0.16 0.01 -0.24
0.21 0.38 -0.39
-0.57 0.36 -0.11
0.17 -1.45 -0.45
0.03 0.54 0.17
-0.14 0.34 0.27
0.30 0.50 0.15
0.22 0.19 0.05
-0.04 -0.28 -0.03
-0.09 -0.14 -0.05
-0.41 1.32 0.16
0.10 -1.32 0.20
-0.33 0.76 0.51
-0.02 0.02 -0.37
0.25 0.05 -1.15
-0.56 -0.54 1.54
-0.07 0.18 0.55
-0.52 0.12 0.09
0.09 -0.23 -0.10
0.11 -0.50 -0.11
0.05 -0.19 0.07
0.08 -0.02 -0.60
0.21 0.28 -0.14
0.16 0.17 -0.46
0.01 0.01 0.09
0.46 0.22 -0.09
0.27 -0.37 -0.16
-0.21 -0.11 -0.17
0.19 0.19 0.26
-0.32 -0.07 0.41
0.25 -0.47 0.13
0.03 -0.62 0.20
-0.52 0.42 -0.35
0.50 0.65 -0.97
0.06 -1.15 0.68
0.04 0.02 -0.04
0.03 0.04 0.03
-0.02 0.01 0.10
-0.17 -0.16 0.04
-0.19 0.01 0.23
0.40 0.15 -0.10
-0.37 0.22 -0.40
0.33 0.34 -0.11
0.00 0.48 0.14
-0.01 -0.14 -0.17
-0.30 0.88 -0.10
1.00 0.83 0.69
-0.58 -0.09 -0.39
0.82 -0.51 -0.12
-0.47 0.22 0.45
-1.08 -1.20 -0.31
1.07 0.50 0.35
-0.08 -0.16 0.02
0.14 0.01 0.20
0.16 0.16 -0.04
-0.09 -0.04 -0.03
0.29 -0.19 -0.24
-0.06 0.12 -0.11
-0.21 -0.01 -0.15
-0.42 -0.03 -0.10
-0.26 -0.25 0.07
-0.72 -1.61 -0.18
0.86 0.54 0.28
-0.41 -1.10 -1.17
-0.18 0.14 0.21
-0.14 0.68 -0.07
0.18 -0.66 0.34
0.41 -0.01 0.66
-1.36 0.62 -0.75
0.13 0.71 -0.38
0.29 0.47 0.60
0.11 0.42 -0.03
0.03 -0.04 -0.10
-0.06 0.05 -0.32
0.03 0.28 0.08
0.56 -0.33 0.45
0.35 -0.08 0.21
-0.05 -0.09 0.14
0.86 0.17 0.67
-0.66 0.26 -0.28
0.36 -0.58 -0.06
-0.73 -0.28 -0.17
0.77 1.08 0.33
-0.43 -0.41 0.49
-0.22 -0.40 -0.41
0.25 -0.37 -0.11
0.20 -0.50 -0.05
-0.10 0.20 -0.17
-0.31 0.26 -0.16
0.03 -0.04 0.03
0.25 0.24 -0.16
-0.03 -0.05 -0.26
0.04 -0.14 0.28
0.15 0.46 -0.09
-0.37 0.00 0.23
0.77 0.53 0.62
-0.72 -1.48 0.14
-0.46 0.45 -0.04
0.25 0.38 0.72
-0.35 0.67 -0.39
1.09 -1.96 0.28
0.54 -0.12 -0.80
-1.06 0.44 0.78
0.02 -0.31 0.08
-0.21 0.01 -0.16
-0.15 0.13 -0.39
-0.16 0.70 -0.20
-0.27 0.87 0.09
-0.02 0.10 -0.10
0.18 -0.32 -0.06
0.50 0.07 -0.11
0.06 -0.25 -0.41
1.32 0.25 -0.70
-1.03 0.40 -0.22
0.18 -1.36 0.94
0.39 0.21 0.02
-0.29 0.33 0.64
-0.05 -0.29 -0.89
0.71 0.99 -0.72
-1.01 0.16 0.33
-0.13 -0.28 0.31
-0.75 -0.24 0.03
-0.24 0.13 -0.12
0.04 0.12 0.27
0.05 0.03 0.30
-0.08 -0.04 0.04
0.08 -0.38 -0.12
0.34 -0.35 0.28
0.42 0.30 -0.34

* molar mass: 1544.1 g mol⁻¹
* HOMO level: -0.3582 Eh
* calculated total energy: -571838.65684 eV
* SMILES: COP(=O)(OC)OC.COP(=O)(OC)OC.COP(=O)(OC)OC.COP(=O)(OC)OC.COP(=O)(OC)OC.COP(=O)(OC)OC.COP(=O)(OC)OC.BrCCBr.BrCCBr.BrCCBr
* energy above the lowest of the compared OMol25 structures with the same formula, charge and spin: 61.1 kJ/mol
* net charge: 0